Record 1
{"formula": "C37H76NO4", "method": "ωB97M-V/def2-TZVPD", "species": ["C", "C", "C", "C", "C", "C", "C", "C", "C", "C", "C", "C", "C", "C", "C", "C", "C", "C", "C", "C", "C", "C", "C", "C", "O", "C", "O", "C", "C", "O", "C", "H", "H", "H", "H", "H", "H", "H", "H", "H", "H", "H", "H", "H", "H", "H", "H", "H", "H", "H", "H", "H", "H", "H", "H", "H", "H", "H", "H", "H", "H", "H", "H", "H", "H", "H", "H", "H", "H", "H", "H", "H", "H", "H", "H", "H", "H", "H", "H", "H", "H", "H", "H", "H", "H", "H", "H", "H", "H", "C", "C", "C", "C", "C", "C", "N", "O", "C", "C", "C", "H", "H", "H", "H", "H", "H", "H", "H", "H", "H", "H", "H", "H", "H", "H", "H", "H", "H"], "positions_angstrom": [[-0.809, -0.307, -5.658], [-2.063, 0.128, -6.440], [-2.352, 1.619, -6.281], [-2.572, 2.056, -4.823], [-1.698, 3.235, -4.364], [-1.448, 3.210, -2.851], [-0.289, 2.306, -2.432], [1.101, 2.954, -2.642], [1.936, 2.322, -3.754], [2.278, 0.845, -3.546], [2.835, 0.503, -2.166], [3.093, -1.007, -2.027], [4.261, -1.358, -1.116], [4.714, -2.835, -1.223], [4.640, -3.580, 0.112], [3.196, -4.001, 0.435], [3.019, -5.154, 1.429], [4.115, -5.257, 2.479], [4.188, -4.008, 3.375], [3.711, -4.304, 4.797], [3.511, -3.081, 5.680], [2.228, -2.231, 5.462], [1.157, -2.761, 4.508], [1.231, -2.269, 3.052], [1.744, -0.956, 2.971], [2.593, -0.735, 1.877], [2.929, -6.348, 0.653], [2.294, -7.420, 1.311], [0.779, -7.290, 1.357], [0.298, -6.486, 2.415], [0.259, -7.148, 3.666], [-0.166, -0.959, -6.246], [-1.047, -0.836, -4.736], [-0.220, 0.571, -5.388], [-1.894, -0.089, -7.495], [-2.926, -0.464, -6.136], [-1.505, 2.163, -6.704], [-3.228, 1.867, -6.881], [-3.614, 2.359, -4.714], [-2.423, 1.223, -4.134], [-0.742, 3.185, -4.890], [-2.183, 4.172, -4.634], [-1.248, 4.227, -2.513], [-2.366, 2.890, -2.356], [-0.334, 1.360, -2.973], [-0.403, 2.101, -1.367], [1.656, 2.968, -1.705], [0.934, 4.002, -2.901], [2.855, 2.893, -3.896], [1.377, 2.418, -4.689], [1.402, 0.218, -3.722], [3.029, 0.562, -4.288], [2.108, 0.799, -1.408], [3.757, 1.057, -1.980], [3.311, -1.410, -3.021], [2.184, -1.498, -1.676], [5.107, -0.704, -1.329], [3.987, -1.168, -0.073], [4.053, -3.329, -1.940], [5.715, -2.897, -1.646], [5.283, -4.458, 0.094], [4.995, -2.897, 0.886], [2.635, -3.122, 0.757], [2.737, -4.332, -0.496], [2.085, -5.001, 1.979], [3.886, -6.104, 3.131], [5.072, -5.501, 2.019], [5.229, -3.684, 3.429], [3.636, -3.175, 2.939], [2.830, -4.950, 4.779], [4.498, -4.910, 5.258], [4.391, -2.447, 5.562], [3.514, -3.424, 6.714], [2.516, -1.224, 5.174], [1.756, -2.125, 6.439], [0.189, -2.439, 4.894], [1.119, -3.849, 4.484], [0.213, -2.266, 2.647], [1.796, -2.957, 2.416], [3.335, -1.532, 1.761], [3.126, 0.200, 2.038], [2.040, -0.653, 0.935], [2.548, -8.324, 0.757], [2.677, -7.555, 2.327], [0.346, -8.296, 1.427], [0.440, -6.863, 0.415], [0.955, -7.985, 3.702], [0.524, -6.432, 4.442], [-0.757, -7.494, 3.865], [-6.396, 6.859, 0.670], [-5.707, 5.732, -0.121], [-6.288, 4.372, 0.268], [-5.886, 3.931, 1.673], [-4.366, 3.946, 1.834], [-3.714, 5.273, 1.437], [-4.228, 5.726, 0.107], [-3.596, 5.162, -0.866], [-3.956, 6.342, 2.517], [-2.204, 5.084, 1.336], [-5.971, 6.008, -1.596], [-7.392, 7.030, 0.262], [-6.532, 6.638, 1.725], [-5.836, 7.791, 0.583], [-5.945, 3.621, -0.450], [-7.376, 4.418, 0.180], [-6.357, 4.566, 2.428], [-6.257, 2.920, 1.855], [-4.097, 3.724, 2.869], [-3.942, 3.145, 1.221], [-3.635, 7.323, 2.165], [-3.373, 6.100, 3.406], [-4.992, 6.415, 2.839], [-1.938, 4.267, 0.668], [-1.810, 4.852, 2.325], [-1.718, 5.991, 0.975], [-5.538, 6.962, -1.898], [-7.048, 6.052, -1.760], [-5.565, 5.230, -2.239]], "lumo_ev": [0.70, 0.52], "spin_multiplicity": 2}


Record 2
{"formula": "C37H77N3O12PS3", "method": "ωB97M-V/def2-TZVPD", "species": ["C", "C", "C", "C", "C", "C", "C", "O", "C", "C", "C", "C", "S", "C", "S", "N", "C", "C", "O", "C", "C", "C", "S", "C", "N", "C", "O", "N", "P", "O", "O", "O", "H", "H", "H", "H", "H", "H", "H", "H", "H", "H", "H", "H", "H", "H", "H", "H", "H", "H", "H", "H", "H", "H", "H", "H", "H", "H", "H", "H", "H", "C", "C", "C", "O", "H", "H", "H", "H", "H", "H", "H", "H", "C", "C", "C", "O", "H", "H", "H", "H", "H", "H", "H", "H", "C", "C", "C", "O", "H", "H", "H", "H", "H", "H", "H", "H", "C", "C", "C", "O", "H", "H", "H", "H", "H", "H", "H", "H", "C", "C", "C", "O", "H", "H", "H", "H", "H", "H", "H", "H", "C", "C", "C", "O", "H", "H", "H", "H", "H", "H", "H", "H"], "positions_angstrom": [[-6.801, 3.531, 3.342], [-7.186, 2.064, 3.080], [-5.995, 1.167, 2.792], [-5.165, 1.630, 1.574], [-5.009, 0.469, 0.572], [-3.977, 0.745, -0.482], [-4.275, 1.666, -1.480], [-5.525, 2.228, -1.475], [-3.381, 1.981, -2.501], [-3.697, 2.997, -3.554], [-4.204, 4.376, -3.066], [-3.111, 5.393, -2.659], [-1.599, 4.616, -2.106], [-1.502, 4.884, -0.387], [-2.581, 5.731, 0.488], [-0.358, 4.250, 0.137], [0.767, 5.194, 0.325], [1.833, 4.488, 1.133], [1.438, 4.302, 2.480], [0.023, 4.240, 2.607], [-0.596, 3.542, 1.414], [-2.161, 1.266, -2.508], [-0.934, 1.391, -3.779], [-1.882, 0.370, -1.495], [-0.654, -0.341, -1.532], [0.334, 0.259, -1.104], [1.273, 0.881, -0.988], [-2.764, 0.118, -0.486], [-2.468, -1.025, 0.847], [-3.377, -2.143, 0.735], [-2.677, -0.153, 2.148], [-0.976, -1.526, 0.890], [-5.868, 3.596, 3.897], [-6.774, 4.135, 2.440], [-7.559, 3.965, 3.988], [-7.927, 2.031, 2.283], [-7.646, 1.697, 3.994], [-5.368, 1.012, 3.664], [-6.397, 0.190, 2.522], [-5.741, 2.420, 1.104], [-4.204, 2.057, 1.862], [-5.955, 0.394, 0.041], [-4.870, -0.477, 1.075], [-5.487, 3.040, -0.956], [-2.835, 3.175, -4.177], [-4.447, 2.568, -4.221], [-4.758, 4.810, -3.893], [-4.898, 4.322, -2.243], [-3.512, 5.993, -1.847], [-2.890, 6.094, -3.456], [1.176, 5.445, -0.652], [0.451, 6.134, 0.780], [2.754, 5.058, 1.058], [2.036, 3.531, 0.641], [-0.376, 5.245, 2.747], [-0.177, 3.686, 3.521], [-1.642, 3.306, 1.589], [-0.073, 2.582, 1.336], [-0.930, 2.707, -4.013], [-2.214, 0.699, 2.116], [-0.326, -0.882, 1.205], [4.046, -1.455, -3.360], [3.283, -2.731, -3.049], [2.215, -3.009, -4.095], [2.681, -2.635, -1.752], [3.370, -0.593, -3.363], [4.803, -1.266, -2.598], [4.537, -1.514, -4.331], [3.978, -3.571, -3.003], [1.484, -2.195, -4.121], [1.672, -3.924, -3.855], [2.652, -3.114, -5.088], [2.062, -1.902, -1.769], [-4.391, -1.753, 7.283], [-5.329, -1.532, 6.107], [-6.031, -2.819, 5.704], [-4.602, -1.002, 4.993], [-3.612, -2.474, 7.020], [-3.894, -0.822, 7.557], [-4.930, -2.130, 8.153], [-6.072, -0.778, 6.369], [-5.301, -3.572, 5.394], [-6.697, -2.645, 4.858], [-6.615, -3.226, 6.529], [-3.937, -1.653, 4.742], [4.012, -6.928, -2.460], [3.952, -6.645, -0.966], [2.546, -6.857, -0.423], [4.358, -5.306, -0.694], [3.341, -6.255, -3.003], [5.020, -6.760, -2.841], [3.723, -7.956, -2.682], [4.659, -7.291, -0.445], [1.843, -6.177, -0.913], [2.519, -6.636, 0.644], [2.203, -7.882, -0.577], [3.734, -4.720, -1.136], [7.299, 4.473, 0.676], [6.020, 4.765, -0.094], [6.320, 5.355, -1.464], [5.191, 5.659, 0.654], [7.865, 5.394, 0.840], [7.068, 4.054, 1.655], [7.934, 3.770, 0.136], [5.445, 3.845, -0.210], [6.857, 6.302, -1.364], [5.394, 5.562, -2.003], [6.928, 4.676, -2.063], [5.676, 6.482, 0.773], [-0.475, -5.599, 1.364], [-1.759, -5.403, 2.155], [-2.980, -5.402, 1.248], [-1.699, -4.176, 2.888], [-0.343, -4.777, 0.653], [0.392, -5.593, 2.026], [-0.484, -6.537, 0.808], [-1.856, -6.197, 2.896], [-2.922, -4.581, 0.528], [-3.890, -5.257, 1.832], [-3.065, -6.340, 0.698], [-1.619, -3.465, 2.244], [8.880, -1.564, -2.808], [8.147, -1.359, -4.126], [7.299, -2.571, -4.482], [9.080, -1.089, -5.169], [9.558, -2.419, -2.877], [9.484, -0.689, -2.568], [8.182, -1.743, -1.989], [7.510, -0.476, -4.055], [7.923, -3.459, -4.605], [6.780, -2.410, -5.429], [6.559, -2.774, -3.707], [9.659, -1.853, -5.254]], "lumo_ev": -4.26, "spin_multiplicity": 1, "e_above_lowest_ev": 0.000, "charge": 1}


Record 3
{"formula": "C37H77N3O17", "method": "ωB97M-V/def2-TZVPD", "species": ["C", "C", "O", "C", "C", "O", "H", "H", "H", "H", "H", "H", "H", "H", "C", "C", "O", "C", "C", "O", "H", "H", "H", "H", "H", "H", "H", "H", "C", "C", "O", "C", "C", "O", "H", "H", "H", "H", "H", "H", "H", "H", "C", "C", "O", "C", "C", "O", "H", "H", "H", "H", "H", "H", "H", "H", "C", "C", "O", "C", "C", "O", "H", "H", "H", "H", "H", "H", "H", "H", "C", "C", "O", "C", "C", "O", "H", "H", "H", "H", "H", "H", "H", "H", "C", "C", "O", "C", "C", "O", "H", "H", "H", "H", "H", "H", "H", "H", "C", "N", "C", "C", "O", "H", "H", "H", "H", "H", "H", "H", "C", "N", "C", "C", "O", "H", "H", "H", "H", "H", "H", "H", "C", "N", "C", "C", "O", "H", "H", "H", "H", "H", "H", "H"], "positions_angstrom": [[12.037, 12.745, 16.931], [13.221, 13.102, 17.798], [12.692, 13.634, 19.024], [13.547, 14.052, 19.950], [12.811, 14.556, 21.149], [14.729, 14.121, 19.695], [11.244, 12.221, 17.539], [12.298, 11.998, 16.191], [11.630, 13.585, 16.390], [13.826, 12.229, 18.045], [13.878, 13.841, 17.369], [12.594, 15.626, 20.959], [13.429, 14.396, 22.024], [11.797, 14.202, 21.177], [15.786, 10.446, 9.312], [14.938, 9.731, 10.383], [13.745, 10.463, 10.474], [12.790, 9.924, 11.314], [11.658, 10.880, 11.582], [12.869, 8.848, 11.757], [15.097, 10.935, 8.624], [16.382, 9.728, 8.753], [16.360, 11.169, 9.823], [14.718, 8.660, 10.179], [15.415, 9.727, 11.363], [10.762, 10.328, 11.934], [11.496, 11.572, 10.745], [11.971, 11.660, 12.287], [17.931, 16.247, 20.525], [18.980, 16.430, 19.466], [18.702, 17.364, 18.423], [18.490, 18.678, 18.758], [18.173, 19.453, 17.505], [18.552, 19.114, 19.862], [18.291, 15.356, 21.053], [17.005, 15.914, 20.028], [17.729, 17.062, 21.190], [19.913, 16.714, 19.942], [19.134, 15.541, 18.901], [18.736, 19.086, 16.659], [18.426, 20.528, 17.623], [17.121, 19.278, 17.302], [7.623, 13.185, 11.752], [8.524, 13.666, 12.887], [9.174, 14.920, 12.544], [10.364, 14.903, 11.974], [10.977, 16.311, 11.887], [10.965, 13.923, 11.608], [6.887, 13.964, 11.436], [7.171, 12.240, 11.993], [8.270, 13.056, 10.890], [8.036, 13.782, 13.826], [9.368, 12.991, 13.062], [11.196, 16.694, 12.885], [10.284, 16.950, 11.327], [11.945, 16.324, 11.391], [10.090, 18.258, 15.447], [9.978, 17.195, 16.492], [10.940, 17.190, 17.525], [12.142, 16.577, 17.211], [13.216, 17.001, 18.189], [12.328, 15.906, 16.193], [9.150, 18.212, 14.829], [10.939, 18.117, 14.805], [10.086, 19.271, 15.861], [9.063, 17.490, 17.016], [9.862, 16.189, 16.068], [12.702, 17.532, 18.978], [13.854, 17.679, 17.585], [13.805, 16.144, 18.482], [13.726, 8.122, 16.528], [13.659, 9.108, 15.344], [14.927, 9.728, 15.343], [15.148, 10.697, 14.449], [16.503, 11.257, 14.572], [14.328, 10.941, 13.583], [13.830, 8.724, 17.438], [14.627, 7.549, 16.381], [12.827, 7.492, 16.554], [13.563, 8.509, 14.439], [12.887, 9.888, 15.380], [16.471, 12.321, 14.393], [17.165, 10.868, 13.825], [16.851, 11.162, 15.612], [16.520, 15.371, 16.568], [15.808, 15.981, 15.393], [15.009, 14.890, 14.887], [14.161, 15.176, 13.871], [13.227, 14.085, 13.716], [14.237, 16.250, 13.310], [15.735, 14.978, 17.229], [17.041, 16.144, 17.143], [17.179, 14.568, 16.265], [15.111, 16.799, 15.682], [16.453, 16.343, 14.612], [12.911, 14.055, 12.703], [12.370, 14.352, 14.344], [13.631, 13.136, 14.035], [17.477, 15.485, 12.093], [17.791, 16.832, 12.446], [19.116, 17.065, 12.904], [16.954, 17.815, 12.277], [17.211, 19.029, 12.424], [16.446, 15.413, 11.750], [17.594, 14.862, 12.977], [18.068, 15.058, 11.263], [19.174, 18.086, 13.345], [19.321, 16.391, 13.767], [19.846, 16.883, 12.105], [16.004, 17.450, 11.893], [13.338, 20.156, 12.721], [13.549, 20.219, 14.117], [12.873, 21.313, 14.812], [14.317, 19.290, 14.730], [14.488, 19.133, 15.947], [12.314, 19.881, 12.467], [13.919, 19.353, 12.336], [13.622, 21.044, 12.168], [11.906, 21.419, 14.344], [12.779, 21.025, 15.879], [13.509, 22.203, 14.766], [14.652, 18.549, 14.023], [16.370, 13.887, 9.191], [15.311, 13.473, 10.085], [13.944, 13.827, 9.705], [15.607, 12.794, 11.239], [16.721, 12.571, 11.686], [16.358, 15.004, 9.112], [16.199, 13.446, 8.193], [17.291, 13.560, 9.655], [13.202, 13.309, 10.312], [13.649, 14.855, 9.880], [13.759, 13.622, 8.668], [14.707, 12.532, 11.815]], "lumo_ev": 0.51, "spin_multiplicity": 1, "e_above_lowest_ev": 0.910, "smiles": "CCOC(C)=O.CCOC(C)=O.CCOC(C)=O.CCOC(C)=O.CCOC(C)=O.CCOC(C)=O.CCOC(C)=O.CN(C)C=O.CN(C)C=O.CN(C)C=O"}